A structure of composition C11H20BeN4P in a non-equilibrium geometry, computed with wB97M-V/def2-TZVPD.

Molar mass ... 248.30 g/mol
Lowest unoccupied orbital energy (alpha / beta) ... 2.565 / 2.559 eV
Total charge ... -1
Electronic energy ... -27376.3326 eV
HOMO-LUMO gap (alpha / beta) ... 3.5 / 3.5 eV

Structure (XYZ):
```
37
Properties=species:S:1:pos:R:3:forces:R:3:lowdin_charge:R:1
C -2.13795 -0.43340 -2.90713 0.660 1.065 -0.111 -0.213
C -1.90150 -0.31246 -4.29675 0.491 1.060 0.105 -0.216
C -1.18587 0.91465 -4.52863 -0.201 -0.267 1.006 -0.217
C -0.97067 1.55060 -3.26305 -0.390 -0.995 0.284 -0.222
C -1.55993 0.71230 -2.26156 -0.108 -0.417 -0.606 -0.246
Be -1.15995 -1.20632 0.59861 -3.849 -2.138 -0.863 -0.098
P -2.56922 -2.77339 0.70674 1.575 1.590 -0.316 0.485
H -2.65551 -1.23074 -2.40030 -0.111 -0.165 0.032 0.032
H -2.21418 -0.98707 -5.09369 0.028 0.051 0.299 0.051
H -0.87283 1.30305 -5.49656 -0.061 -0.114 0.182 0.045
H -1.60460 0.90934 -1.17897 -0.168 -0.027 -0.544 0.031
H -0.44688 2.47696 -3.00856 -0.162 -0.194 -0.453 0.045
H -1.99981 -4.09757 0.71909 -0.694 -0.018 0.135 -0.165
H -3.49115 -2.91950 -0.39560 0.476 0.066 0.475 -0.122
H -3.47900 -2.93597 1.80974 -0.104 -0.446 -0.086 -0.177
C 0.27175 -0.69289 2.28302 1.949 0.842 1.264 -0.179
N -0.07350 -0.13220 0.93810 1.100 0.924 0.492 -0.213
C 0.99674 -0.46277 -0.04911 2.300 0.301 0.021 -0.150
N 2.33492 0.02399 0.40697 -0.360 0.375 0.544 -0.087
C 2.63058 -0.56628 1.73870 -0.295 0.284 -0.551 -0.174
N 1.61448 -0.20008 2.74613 -0.478 0.040 -0.436 -0.090
C 1.56139 1.27675 2.82997 -0.184 -0.200 -0.516 -0.177
N 1.22106 1.89276 1.52869 -0.068 -0.524 -0.040 -0.097
C -0.09086 1.39232 1.06478 0.653 -0.057 0.460 -0.100
C 2.27632 1.49810 0.57100 -0.350 -0.435 -0.199 -0.168
H 0.31407 -1.79222 2.24680 -0.166 0.226 -0.282 0.104
H -0.44396 -0.36447 3.05367 -0.050 -0.118 -0.665 0.123
H 0.77733 0.02680 -1.00636 -0.346 -0.261 0.188 0.122
H 1.07071 -1.55049 -0.17803 -0.304 0.370 0.079 0.103
H 3.61821 -0.20030 2.06085 -0.311 -0.127 0.010 0.119
H 2.66027 -1.65793 1.63242 -0.011 0.195 0.078 0.123
H 0.80254 1.56844 3.56334 0.121 -0.060 -0.019 0.120
H 2.54812 1.65959 3.13484 -0.312 -0.160 0.000 0.120
H -0.30388 1.81479 0.08029 -0.092 -0.181 0.159 0.114
H -0.84395 1.69084 1.80445 -0.032 -0.302 -0.311 0.126
H 3.24662 1.84834 0.95469 -0.277 -0.022 -0.164 0.118
H 2.06009 1.95643 -0.40858 0.130 -0.163 0.351 0.132
```
Positions in Å, forces in eV/Å.

A structure of composition C11H20BrClLiNO8P2 in a non-equilibrium geometry, computed with wB97M-V/def2-TZVPD.

Molar mass ... 478.53 g/mol
Lowest unoccupied orbital energy ... -2.209 eV
Total charge ... 0
Electronic energy ... -130953.1476 eV
HOMO-LUMO gap ... 6.3 eV

Structure (XYZ):
```
45
Properties=species:S:1:pos:R:3:forces:R:3:lowdin_charge:R:1
C -2.20923 -0.35086 3.65435 0.093 -0.034 -0.248 -0.054
C -2.10740 0.70071 2.55075 0.621 -0.556 0.294 -0.212
O -1.51568 1.93444 3.02420 -0.258 0.314 -0.041 -0.024
C -0.33580 2.25043 2.43378 -0.003 0.437 -0.335 -0.486
O -0.21321 3.25259 1.77744 -0.038 -0.276 0.323 0.126
C 0.82801 1.32283 2.71879 -0.179 -0.456 -0.083 -0.079
C 1.70125 1.02745 1.48552 -0.613 0.060 0.218 -0.150
C 1.45207 -0.37167 0.87863 0.723 0.901 0.573 -0.159
N 1.26183 -0.32592 -0.58780 0.151 -0.947 0.552 -0.266
P 2.55720 -0.01567 -1.59038 -0.334 -0.184 -0.330 0.566
O 3.71513 0.12520 -0.45866 0.172 0.109 -0.070 -0.313
Cl 2.36992 2.00689 -2.19709 0.095 0.087 0.124 0.207
C 0.14276 -1.08902 -1.14992 -1.121 0.935 -1.945 -0.431
C -0.75161 -1.83034 -0.08068 0.354 0.098 0.258 -0.750
O -1.74961 -1.24928 0.32609 -0.468 0.353 0.037 0.001
O -0.25594 -2.91054 0.22965 0.473 -1.008 0.191 0.006
C -0.69892 -0.09053 -2.02434 0.652 0.451 0.607 -0.636
Br -2.22698 -0.93584 -2.88655 -0.087 -0.110 -0.040 0.831
C -1.08270 1.17605 -1.26233 0.248 0.219 -0.203 -0.286
C -2.03120 2.09316 -2.02553 -0.006 0.085 0.382 -0.120
P 0.71005 -2.44806 -2.25472 -0.190 -0.794 1.632 0.472
O 1.95044 -3.11435 -1.71910 1.037 0.074 -1.562 -0.416
O -0.39009 -3.55924 -2.48082 0.138 -0.015 -0.371 -0.117
O 0.86290 -1.80211 -3.72708 0.180 -0.024 0.058 -0.174
H -1.78783 -1.28918 3.29598 0.002 -0.070 -0.031 0.073
H -1.62701 -0.02851 4.51417 -0.129 0.016 0.181 0.075
H -3.23781 -0.56027 3.93366 -0.048 0.139 0.225 0.070
H -1.47088 0.29527 1.76975 -0.188 0.075 -0.177 0.065
H -3.07596 0.91883 2.11351 -0.003 0.262 -0.056 0.128
H 0.44134 0.40562 3.16301 0.076 -0.080 0.057 0.109
H 1.42699 1.80211 3.49278 -0.073 0.177 0.055 0.128
H 1.45442 1.78707 0.74654 0.310 0.137 -0.077 0.089
H 2.73891 1.12445 1.78522 0.164 0.075 -0.257 0.102
H 0.61489 -0.83007 1.39111 -0.228 -0.135 -0.435 0.110
H 2.33192 -0.96520 1.11352 -0.103 -0.368 -0.049 0.112
H 4.46818 0.59314 -0.83978 0.082 0.056 0.147 0.053
H -0.05623 0.23620 -2.84165 -0.196 -0.083 -0.287 0.059
H -1.43626 0.94128 -0.26557 -0.236 -0.069 -0.046 0.092
H -0.14616 1.72170 -1.14988 0.085 -0.034 0.133 0.060
H -1.92174 3.11495 -1.66517 0.021 0.046 0.072 0.075
H -1.80286 2.10005 -3.09022 -0.114 -0.054 -0.104 0.068
H -3.06611 1.80784 -1.85434 -0.097 -0.086 -0.274 0.063
H -0.91226 -3.37102 -3.27279 -0.268 0.071 0.154 0.056
H 1.59214 -2.16277 -4.23683 -0.037 0.070 -0.186 0.072
Li 3.48913 -3.43778 -2.73724 -0.656 0.137 0.934 0.808
```
Positions in Å, forces in eV/Å.

A structure of composition C11H20CaF6N3O21S6 in a non-equilibrium geometry, computed with wB97M-V/def2-TZVPD.

Molar mass ... 876.75 g/mol
Multiplicity ... 2
Lowest unoccupied orbital energy (alpha / beta) ... -1.748 / -6.027 eV
Total charge ... 0
Electronic energy ... -158947.5190 eV
⟨S²⟩ ... 0.761
HOMO-LUMO gap (alpha / beta) ... 8.8 / 4.5 eV

Structure (XYZ):
```
68
Properties=species:S:1:pos:R:3:forces:R:3:lowdin_charge:R:1
Ca 0.31033 0.52159 -0.40226 -0.610 -1.661 0.179 1.438
N 0.78959 5.20303 0.08276 -0.663 -2.088 -2.532 0.001
S 2.17766 5.33537 0.72059 5.166 3.864 6.705 0.505
O 3.06806 6.18425 -0.02294 -0.709 -0.652 -0.170 -0.127
O 2.73645 4.11567 1.29357 -1.443 2.188 -0.913 -0.181
F 1.79441 6.37826 1.92958 0.125 -2.220 -1.291 -0.155
S 1.43847 4.00673 -1.04481 -2.532 -1.689 -9.117 0.686
O 1.34087 2.65047 -0.62741 0.897 0.680 1.671 -0.364
O 2.46886 4.48013 -1.98771 -2.334 -0.751 3.808 -0.182
F 0.13455 3.91387 -2.06734 1.740 1.497 1.776 -0.176
N -1.23653 1.86402 0.37744 -1.964 1.067 2.753 -0.439
S -1.95492 1.91872 1.88379 -0.917 -1.608 5.459 0.588
O -2.64935 0.67514 2.23403 1.408 2.294 -1.152 -0.263
O -2.46349 3.18322 2.43732 0.810 -2.615 -1.965 -0.248
F -0.58306 1.82688 2.67264 0.507 -0.449 -0.117 -0.196
S -2.31826 2.80302 -0.22862 -3.532 4.184 -5.620 0.469
O -2.11254 4.21962 0.01696 0.092 -1.914 -0.298 -0.275
O -3.66450 2.26220 -0.18429 1.706 0.487 0.527 -0.249
F -1.97041 2.68994 -1.80759 0.119 -0.627 1.163 -0.192
N 1.94652 -0.22008 -1.71588 3.701 4.366 -2.134 -0.409
S 3.19938 0.72468 -2.47944 2.831 3.850 2.550 0.628
O 2.78180 1.98277 -2.99151 -1.566 -1.112 -2.220 -0.254
O 4.37665 0.04782 -2.98465 -2.486 0.238 0.446 -0.224
F 3.74655 1.42709 -1.13470 0.360 -1.519 1.075 -0.202
S 2.24462 -1.46063 -2.52744 -1.003 -8.238 -3.962 0.432
O 3.22856 -2.35329 -1.97501 0.162 1.122 -0.482 -0.258
O 2.05539 -1.46357 -3.99768 0.532 0.968 3.316 -0.269
F 0.93980 -2.18925 -1.99286 -1.281 -0.378 0.010 -0.199
C -5.35903 -1.96439 -3.73202 1.128 1.785 0.142 -0.002
C -3.83074 -2.37762 -3.54170 -2.580 -1.100 -1.771 -0.271
C -2.88552 -2.09983 -4.72419 -0.927 0.412 0.717 -0.069
O -2.04979 -1.11253 -4.15520 2.232 0.898 0.087 0.094
C -2.13027 -1.04140 -2.82872 -0.026 1.755 1.404 -0.463
O -1.45721 -0.32368 -2.05697 -1.377 -2.172 -2.296 0.024
O -3.21215 -1.73815 -2.43549 0.344 -0.403 0.624 0.112
H -5.50046 -1.34006 -4.61423 0.294 -0.235 -0.451 0.070
H -5.57951 -1.21175 -2.97504 -0.170 -0.339 0.499 0.081
H -6.16107 -2.70183 -3.76401 0.642 -0.427 0.309 0.077
H -3.89508 -3.46540 -3.51541 0.534 -0.043 1.223 0.140
H -3.38023 -1.64979 -5.58490 0.082 -0.150 0.036 0.136
H -2.35118 -3.00982 -4.99718 0.357 0.331 -0.070 0.138
C -2.00326 -4.72982 1.61680 -0.072 -2.070 1.285 -0.075
O -1.63564 -3.58472 0.94353 0.753 3.208 -0.664 0.026
C -1.06890 -2.52988 1.58206 1.637 1.790 -1.098 -0.493
O -0.60507 -1.50655 1.00164 -1.698 -2.834 1.004 0.002
O -0.92046 -2.73422 2.87872 -1.175 -1.055 0.059 -0.011
C -0.26913 -1.76235 3.71079 -0.434 0.816 -1.058 0.022
H -2.30777 -5.48781 0.89512 0.089 0.346 -0.272 0.102
H -2.82551 -4.64023 2.32671 -0.022 0.565 -0.043 0.104
H -1.15311 -5.14016 2.16175 0.035 -0.016 0.077 0.100
H 0.77827 -1.87873 3.43237 0.114 0.543 0.795 0.095
H -0.55804 -1.88531 4.75459 0.379 -0.794 -0.210 0.109
H -0.69243 -0.79263 3.44895 0.487 0.196 -0.232 0.080
C 2.25134 1.69625 4.15305 0.137 -0.178 -0.684 -0.039
C 3.30535 1.54531 3.09704 1.341 0.721 -0.793 -0.200
O 3.66675 0.18410 2.71691 -1.544 -0.139 -1.447 0.071
C 2.90285 -0.33068 1.74372 -0.884 -2.216 1.018 -0.508
O 1.95969 0.18543 1.15969 0.789 0.579 0.433 -0.043
O 3.16428 -1.64605 1.65192 1.681 1.137 0.429 0.028
C 2.32608 -2.56181 0.98014 -1.065 -0.075 -0.241 -0.027
H 1.26750 1.46428 3.74518 0.128 -0.606 0.322 0.051
H 2.17004 2.77069 4.31757 0.288 0.005 0.593 0.092
H 2.56710 1.11084 5.01659 -0.557 0.288 0.252 0.091
H 4.29352 1.89241 3.39894 -0.230 0.302 0.428 0.133
H 3.05831 2.13612 2.21499 -0.066 -0.449 -0.061 0.086
H 1.78605 -2.06993 0.17112 -0.044 -0.313 0.355 0.049
H 1.67034 -2.96172 1.75356 -0.416 0.074 -0.196 0.088
H 2.83869 -3.43420 0.57484 0.700 0.583 0.033 0.111
```
Positions in Å, forces in eV/Å.

A cluster of 5 separate species, C11H20Cl6O7 in total, computed with wB97M-V/def2-TZVPD.

Molar mass ... 476.99 g/mol
Lowest unoccupied orbital energy ... 0.514 eV
Total charge ... 0
SMILES string ... COC(=O)OC.COC(=O)OC.ClC(Cl)Cl.ClC(Cl)Cl.CC(C)=O
Electronic energy ... -101198.5079 eV
HOMO-LUMO gap ... 10.4 eV

Structure (XYZ):
```
44
Properties=species:S:1:pos:R:3:forces:R:3:lowdin_charge:R:1
C 1.14341 1.93705 1.37843 -0.003 0.100 0.116 -1.541
Cl 2.91020 1.83525 1.31437 -0.010 -0.018 0.010 0.541
Cl 0.45150 1.81318 -0.22206 -0.087 0.159 -0.223 0.594
Cl 0.64972 3.44413 2.17522 0.007 -0.105 -0.040 0.518
H 0.77922 1.10530 1.96285 0.044 -0.068 0.003 -0.018
C -1.00258 -1.39621 -2.26220 0.173 0.042 -0.334 -1.543
Cl -2.20462 -1.23121 -1.00461 -0.149 0.041 0.116 0.601
Cl -1.46785 -0.48768 -3.71503 -0.026 -0.104 0.119 0.549
Cl -0.70892 -3.09102 -2.65954 -0.021 -0.007 0.021 0.553
H -0.06595 -0.98111 -1.91270 -0.012 0.097 0.077 -0.016
C 3.96288 0.63251 -2.71839 0.275 0.098 0.397 -0.044
O 2.63017 1.12942 -2.70243 -0.274 -0.067 -0.157 -0.042
C 2.19280 1.61409 -3.87017 -0.096 -0.151 -0.013 -0.618
O 2.84909 1.78155 -4.86290 0.090 0.015 0.071 0.132
O 0.89336 1.87106 -3.74169 0.100 0.322 0.153 -0.048
C 0.33212 2.64249 -4.80944 -0.453 -0.048 0.024 -0.041
H 4.27032 0.57755 -1.67406 -0.062 -0.003 -0.051 0.086
H 4.61803 1.32000 -3.24570 0.042 -0.118 -0.142 0.098
H 3.98748 -0.36535 -3.15195 0.068 0.040 -0.189 0.100
H 1.00721 3.43615 -5.11342 0.093 -0.057 -0.084 0.097
H -0.58663 3.07501 -4.41769 0.066 -0.058 0.079 0.095
H 0.07738 1.99823 -5.64991 0.192 0.017 -0.057 0.095
C 2.56512 -1.49496 -0.42301 0.181 0.019 -0.065 -0.047
O 1.71284 -2.54412 0.05444 0.142 0.029 -0.171 0.006
C 0.72560 -2.13685 0.84421 -0.043 0.008 -0.070 -0.642
O 0.53072 -0.98924 1.16735 -0.006 -0.017 0.216 0.058
O -0.00290 -3.18305 1.19614 0.004 0.028 0.182 0.008
C -1.07856 -2.86160 2.10392 0.310 -0.143 -0.062 -0.025
H 3.16172 -1.93341 -1.21865 -0.086 -0.066 -0.001 0.095
H 3.23042 -1.14167 0.36593 -0.117 -0.035 0.067 0.089
H 1.99058 -0.64796 -0.79801 -0.016 -0.062 0.015 0.052
H -1.46473 -3.81500 2.44452 -0.100 -0.061 -0.096 0.099
H -1.82851 -2.28229 1.58123 -0.138 0.072 0.150 0.043
H -0.67644 -2.30975 2.95115 -0.100 0.100 -0.027 0.087
C -2.34568 -0.02245 4.40822 0.216 0.245 -0.017 -0.016
C -3.59152 -0.08334 3.55195 -0.218 -0.227 0.118 -0.484
O -3.67346 -0.83906 2.61025 0.095 0.158 0.048 0.058
C -4.76817 0.77450 3.97797 0.285 -0.200 -0.368 -0.021
H -2.49441 0.57973 5.30294 0.001 -0.039 0.023 0.075
H -1.53006 0.42616 3.83159 -0.125 0.002 -0.037 0.085
H -2.01063 -1.01954 4.68805 -0.133 -0.080 -0.034 0.079
H -5.46307 0.86288 3.14713 -0.049 0.020 0.023 0.081
H -4.44646 1.75623 4.32036 -0.038 0.002 0.092 0.080
H -5.26075 0.24441 4.79539 -0.025 0.122 0.117 0.092
```
Positions in Å, forces in eV/Å.

Among the records above, which one has the lowest electronic energy?
C11H20CaF6N3O21S6

Among the records above, which one has the lowest electronic energy?
C11H20CaF6N3O21S6